No. 1
Density functional theory data (ωB97M-V/def2-TZVPD) for C48H88AsF6N16 as an isolated structure at a distorted geometry.

The geometry in ORCA input format:
```
! RIJCOSX wB97M-V def2-TZVPD def2/J DEFGRID3
* xyz 7 1
C 0.55 -0.63 -7.59
C -1.02 -0.59 -7.70
N -1.53 0.02 -6.49
C -1.98 -0.70 -5.35
C -2.20 0.27 -4.40
N -1.99 1.51 -4.93
C -1.59 1.39 -6.22
C -2.28 2.74 -4.26
H 1.00 0.37 -7.57
H 0.91 -1.14 -8.48
H 0.87 -1.21 -6.73
H -1.54 -1.54 -7.84
H -1.29 0.05 -8.54
H -1.92 -1.78 -5.43
H -2.53 0.14 -3.37
H -1.29 2.16 -6.92
H -3.24 2.79 -3.76
H -2.21 3.59 -4.95
H -1.57 3.02 -3.48
C -4.36 0.78 3.46
C -4.26 -0.61 4.07
N -4.10 -0.66 5.54
C -3.08 -0.27 6.38
C -3.44 -0.49 7.70
N -4.63 -1.16 7.70
C -4.98 -1.30 6.37
C -5.37 -1.65 8.85
H -4.78 0.61 2.47
H -3.34 1.13 3.27
H -4.96 1.53 3.97
H -3.60 -1.29 3.53
H -5.26 -1.00 3.87
H -2.22 0.23 5.97
H -2.90 -0.21 8.59
H -5.82 -1.91 6.07
H -4.66 -1.88 9.64
H -5.94 -2.52 8.53
H -6.03 -0.88 9.24
C 1.81 1.44 -4.50
C 2.49 1.21 -3.12
N 3.96 1.46 -3.15
C 4.93 0.88 -3.93
C 6.12 1.65 -3.77
N 5.79 2.64 -2.82
C 4.54 2.46 -2.43
C 6.73 3.67 -2.38
H 1.85 2.45 -4.93
H 0.73 1.34 -4.51
H 2.15 0.69 -5.21
H 2.24 0.19 -2.81
H 2.15 1.71 -2.21
H 4.60 0.20 -4.71
H 7.07 1.58 -4.28
H 4.04 3.09 -1.71
H 6.11 4.33 -1.78
H 7.09 4.36 -3.15
H 7.51 3.24 -1.75
C 8.59 -0.28 -2.43
C 7.45 -1.22 -1.95
N 6.71 -0.62 -0.86
C 7.09 0.28 0.17
C 5.94 0.55 0.86
N 4.86 -0.32 0.44
C 5.37 -0.97 -0.66
C 3.48 -0.31 0.98
H 9.10 -0.63 -3.33
H 9.37 -0.10 -1.70
H 8.23 0.70 -2.74
H 7.83 -2.11 -1.46
H 6.82 -1.48 -2.81
H 8.12 0.57 0.29
H 5.83 1.32 1.60
H 4.85 -1.63 -1.34
H 3.12 -1.33 1.10
H 2.86 0.22 0.25
H 3.55 0.20 1.94
C 1.97 5.33 -4.07
C 1.73 6.04 -2.76
N 0.41 5.61 -2.20
C 0.19 4.41 -1.49
C -1.18 4.36 -1.30
N -1.83 5.41 -1.90
C -0.83 6.23 -2.38
C -3.27 5.65 -1.84
H 2.78 5.71 -4.69
H 1.15 5.27 -4.78
H 2.28 4.31 -3.86
H 1.61 7.12 -2.89
H 2.56 5.89 -2.07
H 0.93 3.69 -1.17
H -1.74 3.57 -0.82
H -0.94 7.07 -3.04
H -3.39 6.30 -0.97
H -3.80 4.74 -1.54
H -3.50 6.10 -2.81
C -0.26 -4.44 -1.14
C 0.56 -3.65 -0.10
N 0.07 -3.90 1.26
C -1.08 -3.30 1.75
C -1.18 -3.75 3.08
N -0.26 -4.76 3.21
C 0.50 -4.86 2.09
C -0.06 -5.52 4.43
H -1.24 -3.95 -1.17
H -0.34 -5.52 -1.03
H 0.12 -4.35 -2.16
H 0.53 -2.59 -0.33
H 1.60 -3.98 -0.12
H -1.57 -2.48 1.26
H -1.80 -3.51 3.93
H 1.39 -5.46 1.98
H -0.12 -4.88 5.31
H 0.88 -6.07 4.39
H -0.90 -6.20 4.56
C -0.47 4.17 4.70
C 0.92 3.51 5.10
N 0.91 2.09 4.57
C 0.91 1.64 3.28
C 0.70 0.23 3.27
N 0.70 -0.19 4.58
C 0.81 0.98 5.34
C 0.47 -1.47 5.20
H -1.23 3.50 5.10
H -0.69 4.23 3.64
H -0.57 5.16 5.14
H 1.15 3.48 6.17
H 1.72 4.04 4.58
H 0.82 2.32 2.46
H 0.51 -0.51 2.51
H 0.70 0.92 6.41
H 0.59 -2.34 4.56
H -0.48 -1.48 5.73
H 1.29 -1.65 5.89
C -4.63 -7.04 0.93
C -3.60 -6.16 0.32
N -3.96 -4.72 0.28
C -4.22 -3.94 1.38
C -4.67 -2.74 1.00
N -4.69 -2.78 -0.39
C -4.17 -4.01 -0.84
C -4.95 -1.66 -1.25
H -4.31 -8.06 1.11
H -5.55 -6.88 0.37
H -4.83 -6.60 1.91
H -3.56 -6.48 -0.72
H -2.57 -6.34 0.62
H -4.16 -4.42 2.34
H -5.03 -1.91 1.59
H -3.92 -4.19 -1.88
H -5.94 -1.29 -1.00
H -4.92 -2.03 -2.28
H -4.13 -0.94 -1.28
As -1.34 0.54 -0.20
F -2.60 1.51 -1.04
F -2.45 -0.21 1.08
F 0.00 -0.40 0.39
F -0.24 1.23 -1.43
F -0.98 1.90 0.91
F -1.77 -0.95 -1.17
*
```

Calculated values
Relative energy (zero: lowest compared OMol25 entry of this formula, charge and spin)   4.927 eV
Gap between HOMO and LUMO   9.15 eV
E   -5590.10856 Eh

Löwdin atomic charge list, values in e, 99 entries: number 1, C, carries -0.04; number 2, C, carries -0.14; number 3, N, carries -0.05; number 4, C, carries 0.06; number 5, C, carries -0.03; number 6, N, carries -0.10; number 7, C, carries 0.05; number 8, C, carries 0.00; number 9, H, carries 0.07; number 10, H, carries 0.09; number 11, H, carries 0.07; number 12, H, carries 0.14; number 13, H, carries 0.14; number 14, H, carries 0.14; number 15, H, carries 0.10; number 16, H, carries 0.18; number 17, H, carries 0.11; number 18, H, carries 0.11; number 19, H, carries 0.07; number 20, C, carries -0.05; number 21, C, carries -0.18; number 22, N, carries -0.03; number 23, C, carries -0.04; number 24, C, carries 0.01; number 25, N, carries -0.07; number 26, C, carries 0.04; number 27, C, carries 0.05; number 28, H, carries 0.08; number 29, H, carries 0.06; number 30, H, carries 0.11; number 31, H, carries 0.10; number 32, H, carries 0.12; number 33, H, carries 0.11; number 34, H, carries 0.15; number 35, H, carries 0.17; number 36, H, carries 0.12; number 37, H, carries 0.12; number 38, H, carries 0.13; number 39, C, carries -0.03; number 40, C, carries -0.15; number 41, N, carries -0.05; number 42, C, carries 0.02; number 43, C, carries 0.05; number 44, N, carries -0.07; number 45, C, carries -0.04; number 46, C, carries 0.05; number 47, H, carries 0.07; number 48, H, carries 0.06; number 49, H, carries 0.07; number 50, H, carries 0.12; number 51, H, carries 0.09; number 52, H, carries 0.14; number 53, H, carries 0.14; number 54, H, carries 0.16; number 55, H, carries 0.10; number 56, H, carries 0.13; number 57, H, carries 0.11; number 58, C, carries -0.04; number 59, C, carries -0.15; number 60, N, carries -0.04; number 61, C, carries 0.04; number 62, C, carries 0.01; number 63, N, carries -0.07; number 64, C, carries 0.01; number 65, C, carries 0.01; number 66, H, carries 0.11; number 67, H, carries 0.09; number 68, H, carries 0.04; number 69, H, carries 0.15; number 70, H, carries 0.13; number 71, H, carries 0.15; number 72, H, carries 0.13; number 73, H, carries 0.16; number 74, H, carries 0.09; number 75, H, carries 0.08; number 76, H, carries 0.09; number 77, C, carries -0.06; number 78, C, carries -0.13; number 79, N, carries -0.03; number 80, C, carries 0.00; number 81, C, carries -0.06; number 82, N, carries -0.08; number 83, C, carries 0.07; number 84, C, carries 0.05; number 85, H, carries 0.10; number 86, H, carries 0.09; number 87, H, carries 0.04; number 88, H, carries 0.14; number 89, H, carries 0.13; number 90, H, carries 0.11; number 91, H, carries 0.09; number 92, H, carries 0.18; number 93, H, carries 0.12; number 94, H, carries 0.11; number 95, H, carries 0.12; number 96, C, carries -0.04; number 97, C, carries -0.15; number 98, N, carries -0.05; number 99, C, carries 0.00


No. 2
Density functional theory data (ωB97M-V/def2-TZVPD) for C28H50CrP2Si as an isolated structure at a distorted geometry.

The geometry in ORCA input format:
```
! RIJCOSX wB97M-V def2-TZVPD def2/J DEFGRID3
* xyz 1 4
Cr 1.59 1.27 -0.12
C 3.00 -0.03 -1.14
C 2.44 0.88 -2.10
C 3.54 2.14 -0.48
C 3.69 0.75 -0.15
C 2.74 2.22 -1.68
C 3.09 -1.51 -1.28
H 2.18 -1.91 -1.74
H 3.20 -2.00 -0.31
H 3.93 -1.83 -1.91
C 4.44 0.17 1.00
H 4.71 -0.87 0.79
H 3.81 0.17 1.90
H 5.37 0.72 1.20
C 4.04 3.30 0.32
H 5.07 3.14 0.66
H 3.41 3.45 1.22
H 4.02 4.23 -0.27
C 2.35 3.46 -2.43
H 3.20 3.97 -2.89
H 1.84 4.18 -1.78
H 1.65 3.20 -3.23
C 1.87 0.54 -3.44
H 2.30 1.18 -4.22
H 0.78 0.69 -3.44
H 2.07 -0.52 -3.70
C -0.61 -3.21 0.11
C -0.10 -3.49 -1.11
C -0.43 -2.90 -2.43
C -1.77 -2.17 -2.37
C -1.65 -0.71 -2.24
C -1.08 -0.11 -1.17
C -0.71 -0.65 0.17
C -1.29 -2.01 0.65
H -0.56 -3.69 -3.19
H -2.34 -2.63 -1.49
H 0.37 -2.25 -2.82
H -2.40 -2.02 0.63
H -0.46 -4.00 0.88
H 0.62 -4.31 -1.15
H -1.05 -2.04 1.73
H 0.41 -0.66 0.35
H -0.70 0.94 -1.31
H -1.06 0.10 0.92
H -2.34 -2.37 -3.28
H -1.86 -0.08 -3.11
P -4.02 -1.96 -1.09
C -4.43 -3.28 0.07
C -5.04 -2.35 -2.55
P -3.57 1.13 -1.02
C -4.53 -0.36 -0.37
C -4.25 1.10 -2.75
C -4.72 2.31 -0.20
H -4.39 -2.91 1.10
H -3.76 -4.15 -0.06
H -5.46 -3.59 -0.19
H -6.01 -2.68 -2.15
H -4.62 -3.19 -3.12
H -5.18 -1.49 -3.21
H -5.76 1.96 -0.22
H -4.65 3.30 -0.66
H -4.40 2.36 0.85
H -4.50 -0.39 0.75
H -5.60 -0.27 -0.66
H -4.28 2.13 -3.13
H -5.26 0.69 -2.85
H -3.58 0.53 -3.41
C 1.84 2.88 5.35
Si 2.41 1.18 4.76
C 4.27 1.02 4.86
C 1.56 -0.16 5.74
C 1.88 1.03 3.00
C 1.49 1.09 1.81
H 2.18 3.09 6.37
H 0.74 2.95 5.32
H 2.22 3.68 4.69
H 4.63 1.27 5.87
H 4.61 0.01 4.63
H 4.78 1.69 4.15
H 0.48 -0.15 5.55
H 1.93 -1.16 5.45
H 1.73 -0.03 6.82
*
```

Calculated values
Relative energy (zero: lowest compared OMol25 entry of this formula, charge and spin)   0.812 eV
Gap between HOMO and LUMO (alpha / beta)   7.50 / 3.79 eV
E   -3113.09116 Eh
Expectation value of S²   3.8025

For each atom in turn, the Löwdin charge in e is: number 1, Cr, carries 0.61; number 2, C, carries -0.28; number 3, C, carries -0.29; number 4, C, carries -0.27; number 5, C, carries -0.27; number 6, C, carries -0.29; number 7, C, carries -0.02; number 8, H, carries 0.05; number 9, H, carries 0.09; number 10, H, carries 0.10; number 11, C, carries -0.02; number 12, H, carries 0.08; number 13, H, carries 0.05; number 14, H, carries 0.09; number 15, C, carries -0.02; number 16, H, carries 0.09; number 17, H, carries 0.09; number 18, H, carries 0.08; number 19, C, carries -0.04; number 20, H, carries 0.10; number 21, H, carries 0.09; number 22, H, carries 0.07; number 23, C, carries -0.03; number 24, H, carries 0.09; number 25, H, carries 0.07; number 26, H, carries 0.08; number 27, C, carries -0.11; number 28, C, carries -0.10; number 29, C, carries -0.15; number 30, C, carries -0.27; number 31, C, carries -0.21; number 32, C, carries -0.20; number 33, C, carries -0.19; number 34, C, carries -0.19; number 35, H, carries 0.13; number 36, H, carries 0.03; number 37, H, carries 0.11; number 38, H, carries 0.05; number 39, H, carries 0.12; number 40, H, carries 0.12; number 41, H, carries 0.13; number 42, H, carries 0.10; number 43, H, carries 0.09; number 44, H, carries 0.12; number 45, H, carries 0.11; number 46, H, carries 0.10; number 47, P, carries 0.94; number 48, C, carries -0.21; number 49, C, carries -0.19; number 50, P, carries 0.90; number 51, C, carries -0.47; number 52, C, carries -0.27; number 53, C, carries -0.30; number 54, H, carries 0.07; number 55, H, carries 0.07; number 56, H, carries 0.06; number 57, H, carries 0.06; number 58, H, carries 0.07; number 59, H, carries 0.05; number 60, H, carries 0.04; number 61, H, carries 0.05; number 62, H, carries 0.04; number 63, H, carries 0.08; number 64, H, carries 0.07; number 65, H, carries 0.05; number 66, H, carries 0.04; number 67, H, carries 0.01; number 68, C, carries -0.19; number 69, Si, carries 0.41; number 70, C, carries -0.19; number 71, C, carries -0.20; number 72, C, carries -0.20; number 73, C, carries -0.18; number 74, H, carries 0.03; number 75, H, carries 0.03; number 76, H, carries 0.03; number 77, H, carries 0.03; number 78, H, carries 0.03; number 79, H, carries 0.03; number 80, H, carries 0.03; number 81, H, carries 0.03; number 82, H, carries 0.03


No. 3
Density functional theory data (ωB97M-V/def2-TZVPD) for one molecule with the formula C5H9N3O at a distorted geometry.

The geometry in ORCA input format:
```
! RIJCOSX wB97M-V def2-TZVPD def2/J DEFGRID3
* xyz 0 1
C -1.75 1.08 -1.43
C -0.81 0.39 -0.81
N -0.01 -0.63 -1.24
N 1.00 -0.88 -0.32
C 1.89 -1.99 -0.49
C 0.76 -0.09 1.00
O 1.44 -0.29 1.97
N -0.29 0.67 0.72
C -0.86 1.63 1.62
H -1.91 0.97 -2.49
H -2.35 1.81 -0.92
H -0.48 -1.46 -1.60
H 2.62 -1.79 -1.28
H 1.35 -2.91 -0.75
H 2.42 -2.12 0.45
H -1.95 1.48 1.70
H -0.68 2.65 1.26
H -0.39 1.50 2.60
*
```

Calculated values
Relative energy (zero: lowest compared OMol25 entry of this formula, charge and spin)   2.664 eV
Gap between HOMO and LUMO   8.42 eV
E   -435.35982 Eh
Structure (SMILES)   C=C1NN(C)C(=O)N1C

For each atom in turn, the Löwdin charge in e is: number 1, C, carries 0.04; number 2, C, carries -0.23; number 3, N, carries 0.03; number 4, N, carries -0.13; number 5, C, carries -0.07; number 6, C, carries -0.44; number 7, O, carries 0.08; number 8, N, carries 0.00; number 9, C, carries -0.05; number 10, H, carries 0.06; number 11, H, carries 0.04; number 12, H, carries 0.15; number 13, H, carries 0.08; number 14, H, carries 0.08; number 15, H, carries 0.08; number 16, H, carries 0.09; number 17, H, carries 0.09; number 18, H, carries 0.09


> What is the formula in the second record?

C28H50CrP2Si


> Which value of E does entry 1 give?

-5590.10856 Eh